C5H59N2O22 | wB97M-V/def2-TZVPD

```
88
C5H59N2O22, DFT wB97M-V/def2-TZVPD
N 3.255 -2.249 2.171
C 2.962 -1.501 0.936
C 2.462 -0.044 1.166
C 1.301 0.084 2.181
C -0.107 -0.230 1.550
C -0.448 -1.691 1.890
N -1.695 -2.200 1.226
H 2.402 -2.732 2.417
H 3.535 -1.637 2.924
H 3.884 -1.508 0.338
H 2.213 -2.023 0.317
H 3.296 0.562 1.534
H 2.096 0.364 0.205
H 1.412 -0.615 3.027
H 1.285 1.099 2.589
H -0.836 0.472 1.981
H -0.046 -0.021 0.473
H 0.394 -2.333 1.606
H -0.577 -1.765 2.977
H -1.494 -2.483 0.267
H -2.501 -1.557 1.280
H -1.971 -3.053 1.716
O 3.924 2.791 1.542
H 3.577 3.283 2.294
H 4.336 3.466 0.991
O -4.068 -0.391 1.100
H -4.699 -0.432 0.373
H -4.454 0.257 1.711
O -5.168 -2.988 -0.228
H -5.639 -3.025 0.613
H -4.253 -2.853 0.021
O 6.232 4.490 1.667
H 7.162 4.642 1.462
H 6.234 3.684 2.195
O -3.673 -4.815 -2.324
H -4.110 -4.258 -1.674
H -4.393 -5.111 -2.894
O -2.363 -2.694 -3.640
H -1.413 -2.613 -3.778
H -2.472 -3.536 -3.169
O -6.426 -3.452 -2.831
H -6.312 -3.243 -1.896
H -6.359 -2.595 -3.271
O -2.592 -7.586 -2.999
H -3.203 -7.605 -3.741
H -2.972 -6.938 -2.396
O 3.860 6.115 1.610
H 4.551 5.434 1.654
H 3.161 5.724 1.078
O -8.313 -1.341 -3.109
H -8.514 -2.283 -3.136
H -9.045 -0.930 -3.578
O -0.081 3.446 2.679
H 0.226 3.060 1.852
H -0.986 3.137 2.764
O -7.303 -4.584 -5.808
H -7.186 -4.371 -4.877
H -7.238 -3.736 -6.256
O 8.839 6.011 0.229
H 8.497 6.502 0.981
H 9.248 6.688 -0.320
O 3.817 -2.886 5.535
H 3.025 -3.404 5.374
H 4.156 -2.686 4.658
O -4.412 1.658 3.141
H -4.890 1.606 3.976
H -3.503 1.827 3.401
O 1.978 1.024 -2.070
H 2.662 0.349 -2.031
H 1.285 0.623 -2.605
O -1.021 -0.382 -4.986
H -0.694 -0.735 -5.818
H -1.954 -0.630 -4.976
O -3.575 0.935 -3.462
H -2.625 1.022 -3.596
H -3.671 0.091 -3.011
O 2.994 -5.289 2.627
H 3.166 -4.336 2.659
H 2.119 -5.398 3.010
O 8.057 8.007 -1.722
H 7.257 7.499 -1.880
H 8.388 8.203 -2.605
O -6.742 -0.084 2.149
H -6.530 0.851 2.237
H -7.648 -0.152 2.466
O 10.696 9.938 -0.757
H 10.265 10.502 -0.110
H 9.969 9.560 -1.260
```

Results
lowest unoccupied orbital energy	-3.76	eV
strongest force on any atom	1.3	eV Å⁻¹
total charge	+1
frontier orbital gap	8.75	eV
calculated total energy	-54161.615	eV

C9H14ClN3OP | wB97M-V/def2-TZVPD

```
29
C9H14ClN3OP, DFT wB97M-V/def2-TZVPD
C -1.430 0.766 5.932
C -1.695 -0.586 5.664
C -0.826 1.588 4.979
C -1.163 -1.152 4.396
C -0.467 1.093 3.762
C -0.624 -0.226 3.622
C 0.339 -0.042 -1.938
C -0.299 -1.969 -3.403
C 1.517 1.930 -3.058
N -0.184 -0.559 -3.030
N 1.061 1.070 -1.973
N 0.394 -0.823 -0.856
O 1.883 0.862 0.677
P 1.261 -0.486 0.784
Cl 2.759 -1.803 0.547
H -1.657 1.188 6.866
H -2.193 -1.197 6.287
H -0.602 2.529 5.341
H -1.128 -2.174 4.101
H -0.140 1.706 3.014
H -1.286 -2.513 -3.121
H -0.069 -1.828 -4.471
H 0.528 -2.442 -2.946
H 0.530 1.974 -3.663
H 1.652 2.953 -2.712
H 2.291 1.549 -3.717
H -0.415 0.018 -3.808
H 1.264 1.248 -0.972
H -0.235 -1.574 -0.824
```

Results
lowest unoccupied orbital energy (spin up / spin down)	-6.41 / -4.41	eV
strongest force on any atom	5.3	eV Å⁻¹
total charge	+1
frontier orbital gap (spin up / spin down)	5.35 / 8.38	eV
calculated total energy	-37879.930	eV

C3H5N3O9 | wB97M-V/def2-TZVPD

```
20
C3H5N3O9, DFT wB97M-V/def2-TZVPD
C 0.217 0.234 -1.475
C 0.907 0.840 -0.272
C -0.733 0.150 1.927
N 1.151 2.445 -0.434
N -0.446 1.281 2.484
N -0.441 -1.163 2.397
O 1.870 2.880 0.415
O 0.652 3.036 -1.355
O 0.265 1.226 3.694
O -0.718 2.333 1.975
O 0.102 -1.367 3.480
O -0.645 -2.012 1.547
O -0.249 -1.098 -1.246
O 1.388 0.322 0.691
O -1.387 0.313 0.780
H -0.711 0.982 -1.558
H 0.796 0.217 -2.367
H 0.398 -1.682 -1.567
H 0.836 0.383 3.730
H -1.101 -0.415 0.146
```

Results
lowest unoccupied orbital energy (spin up / spin down)	-1.37 / -3.16	eV
expectation value of S²	2.007
2S+1	3
strongest force on any atom	6.5	eV Å⁻¹
frontier orbital gap (spin up / spin down)	6.02 / 7.49	eV
calculated total energy	-26076.533	eV

C17H13FeO4P | wB97M-V/def2-TZVPD

```
36
C17H13FeO4P, DFT wB97M-V/def2-TZVPD
Fe 0.390 0.008 0.235
O -0.187 2.849 -0.490
C 0.061 1.749 -0.219
C 2.012 -0.659 -0.061
O 3.046 -1.159 -0.239
C -1.037 -0.939 -0.300
O -1.998 -1.584 -0.486
C 0.092 0.042 -1.549
O -0.095 0.116 -2.704
C 1.870 -0.323 3.302
P 0.338 -0.325 2.341
C -0.351 -1.976 2.804
C -1.224 -2.179 3.880
C -1.690 -3.467 4.170
C -1.251 -4.568 3.425
C -0.337 -4.372 2.384
C 0.125 -3.085 2.082
C -0.596 1.028 3.169
C 0.048 2.268 3.324
C -0.686 3.390 3.724
C -2.058 3.277 3.986
C -2.686 2.033 3.862
C -1.967 0.915 3.433
H 2.533 -1.114 2.939
H 1.579 -0.526 4.340
H 2.367 0.648 3.241
H -1.527 -1.348 4.517
H -2.397 -3.611 4.987
H -1.613 -5.576 3.652
H 0.032 -5.223 1.805
H 0.874 -2.949 1.300
H 1.112 2.363 3.103
H -0.184 4.355 3.814
H -2.632 4.162 4.269
H -3.746 1.933 4.085
H -2.480 -0.040 3.297
```

Results
lowest unoccupied orbital energy (spin up / spin down)	-7.69 / -11.93	eV
expectation value of S²	6.044
2S+1	5
strongest force on any atom	7.2	eV Å⁻¹
total charge	+2
frontier orbital gap (spin up / spin down)	5.49 / 3.87	eV
calculated total energy	-69683.502	eV

C7H18O3Si | wB97M-V/def2-TZVPD

```
29
C7H18O3Si, DFT wB97M-V/def2-TZVPD
C 0.710 -3.111 -0.773
O -0.016 -1.958 -0.847
Si 0.549 -0.625 0.066
C 0.090 0.937 -0.906
C -1.359 1.188 -0.962
C -1.715 2.166 -2.121
C -1.942 1.596 0.359
O 2.240 -0.624 0.307
C 2.738 0.525 0.926
O -0.301 -0.520 1.546
C -0.112 -1.642 2.357
H 1.299 -3.073 0.126
H 1.368 -3.147 -1.555
H -0.042 -3.922 -0.712
H 0.575 1.810 -0.506
H 0.521 0.818 -1.870
H -1.845 0.232 -1.140
H -1.367 3.254 -1.954
H -2.764 2.116 -2.341
H -1.232 1.958 -3.098
H -1.316 2.413 0.670
H -2.930 2.028 0.247
H -1.896 0.830 1.129
H 3.650 0.826 0.370
H 2.053 1.378 1.113
H 3.048 0.295 1.906
H -0.880 -2.381 2.277
H 0.046 -1.344 3.387
H 0.828 -2.023 1.996
```

Results
lowest unoccupied orbital energy	0.89	eV
SMILES	CO[Si](CC(C)C)(OC)OC
strongest force on any atom	4.2	eV Å⁻¹
frontier orbital gap	10.97	eV
calculated total energy	-21572.941	eV

C33H39FN2O4RuSe2Si | wB97M-V/def2-TZVPD

```
83
C33H39FN2O4RuSe2Si, DFT wB97M-V/def2-TZVPD
Ru -0.391 1.024 0.508
C -1.304 -4.180 -4.920
C 0.038 -3.464 -4.930
C 1.234 -4.375 -5.141
C 1.373 -5.357 -3.987
C 1.388 -4.627 -2.669
C 1.974 -5.182 -1.557
C 1.999 -4.489 -0.345
F 2.582 -5.080 0.701
C 1.467 -3.244 -0.202
C 0.863 -2.652 -1.322
C 0.288 -1.335 -1.224
O 0.313 -0.765 -0.063
C -0.257 -0.763 -2.364
C -0.282 -1.508 -3.537
N 0.211 -2.725 -3.640
C 0.820 -3.340 -2.544
C -0.812 0.612 -2.441
O -1.310 1.030 -3.455
O -0.726 1.401 -1.367
H -1.428 -4.736 -5.849
H -2.125 -3.467 -4.841
H -1.382 -4.880 -4.087
H 0.034 -2.693 -5.700
H 2.140 -3.771 -5.229
H 1.104 -4.902 -6.085
H 2.288 -5.940 -4.087
H 0.548 -6.074 -3.997
H 2.433 -6.161 -1.612
H 1.514 -2.718 0.742
H -0.736 -1.078 -4.421
C -3.145 3.093 -1.131
Si -2.955 3.494 0.653
C -4.545 3.042 1.489
C -2.474 5.278 0.919
N -1.646 2.436 1.442
C -1.536 2.429 2.773
C -2.048 3.455 3.641
C -1.989 3.325 4.998
C -1.433 2.170 5.573
C -0.883 1.157 4.780
C -0.901 1.315 3.427
O -0.383 0.387 2.536
C 0.189 -0.826 3.032
C -0.521 -1.984 2.821
C 0.037 -3.177 3.266
C 1.272 -3.175 3.900
C 1.957 -1.981 4.101
C 1.413 -0.782 3.662
H -3.867 3.814 -1.526
H -3.574 2.098 -1.266
H -2.243 3.151 -1.731
H -5.336 3.647 1.036
H -4.581 3.211 2.564
H -4.791 1.995 1.299
H -2.634 5.850 0.002
H -1.432 5.403 1.219
H -3.097 5.743 1.687
H -2.465 4.349 3.205
H -2.376 4.109 5.633
H -1.417 2.060 6.649
H -0.456 0.275 5.234
H -1.481 -1.958 2.322
H -0.499 -4.105 3.117
H 1.701 -4.105 4.244
H 2.915 -1.981 4.603
H 1.921 0.161 3.818
C 4.075 1.658 1.827
Se 2.708 0.595 0.940
C 2.897 1.388 -0.826
C 2.717 2.894 -0.821
Se 1.084 3.492 0.077
C 0.288 4.341 -1.478
H 4.980 1.621 1.224
H 4.269 1.187 2.787
H 3.758 2.686 1.983
H 2.151 0.898 -1.454
H 3.886 1.128 -1.202
H 2.664 3.285 -1.836
H 3.540 3.391 -0.313
H 0.966 5.120 -1.816
H -0.651 4.787 -1.171
H 0.114 3.595 -2.249
```

Results
lowest unoccupied orbital energy (spin up / spin down)	-5.33 / -8.03	eV
expectation value of S²	6.049
2S+1	5
strongest force on any atom	0.8	eV Å⁻¹
total charge	+2
frontier orbital gap (spin up / spin down)	8.13 / 5.66	eV
calculated total energy	-189881.576	eV

C5H13N2 | wB97M-V/def2-TZVPD

```
20
C5H13N2, DFT wB97M-V/def2-TZVPD
C 2.047 0.554 -0.946
C 0.984 0.017 -0.172
C 1.151 -1.169 0.740
C -2.523 -0.561 0.682
C -1.126 0.197 -1.176
N 1.542 1.251 0.377
N -2.063 0.370 -0.258
H 3.054 0.109 -0.680
H 2.071 1.269 -1.744
H 0.798 -2.101 0.266
H 0.709 -0.884 1.674
H 2.137 -1.333 1.180
H -3.220 -0.147 1.431
H -3.153 -1.254 0.090
H -1.590 -1.050 1.064
H -0.966 -0.804 -1.653
H -0.801 0.782 -1.995
H 2.070 1.217 1.212
H -2.289 1.440 -0.187
H 1.170 2.099 0.093
```

Results
lowest unoccupied orbital energy	-2.93	eV
strongest force on any atom	6.9	eV Å⁻¹
total charge	+1
frontier orbital gap	8.90	eV
calculated total energy	-8365.184	eV

C5H9ClO3 | wB97M-V/def2-TZVPD

```
18
C5H9ClO3, DFT wB97M-V/def2-TZVPD
C -1.407 0.565 1.414
C -0.204 0.650 0.502
Cl 0.665 2.159 0.817
C -0.344 0.499 -1.006
O -1.177 -0.626 -1.294
C 1.032 0.205 -1.629
O 1.618 -0.512 -0.538
C 0.915 -0.520 0.664
O 0.312 -1.787 0.697
H -0.883 0.511 2.396
H -1.994 -0.269 1.272
H -2.121 1.443 1.189
H -0.830 1.356 -1.484
H -0.682 -1.378 -0.693
H 0.922 -0.465 -2.615
H 1.555 1.074 -2.042
H 1.590 -0.499 1.527
H 1.033 -2.408 0.822
```

Results
lowest unoccupied orbital energy	0.60	eV
SMILES	C[C@]1(Cl)[C@H](O)CO[C@@H]1O
strongest force on any atom	3.8	eV Å⁻¹
frontier orbital gap	10.49	eV
calculated total energy	-23994.493	eV

C35H55N2O2P2Sn | wB97M-V/def2-TZVPD

```
97
C35H55N2O2P2Sn, DFT wB97M-V/def2-TZVPD
C 1.131 2.088 -2.250
C -0.167 0.209 -2.629
C 1.139 2.408 -3.608
C -0.308 0.524 -3.988
C 0.344 1.657 -4.478
H 1.775 3.228 -3.930
H -0.902 -0.145 -4.608
H 0.259 1.927 -5.529
N 0.294 1.149 -1.784
P 1.338 2.794 0.442
P -2.200 -1.907 -1.587
C 2.105 2.677 -1.237
H 2.988 2.013 -1.142
H 2.500 3.640 -1.591
C -0.323 -1.190 -2.083
H -0.209 -1.860 -2.940
C -1.902 -3.759 -1.625
C -3.771 -1.432 -0.567
C 2.689 2.428 1.698
C 0.610 4.541 0.395
C -1.261 -4.176 -0.289
H -1.921 -3.976 0.565
H -1.068 -5.260 -0.318
H -0.308 -3.663 -0.112
C -3.211 -4.546 -1.860
H -3.889 -4.550 -1.000
H -3.746 -4.167 -2.741
H -2.940 -5.595 -2.054
C -0.961 -4.114 -2.803
H -1.060 -5.186 -3.034
H -1.250 -3.567 -3.712
H 0.096 -3.934 -2.564
C -4.011 -2.377 0.613
H -3.194 -2.323 1.344
H -4.937 -2.059 1.117
H -4.149 -3.421 0.318
C -3.629 -0.004 -0.011
H -2.921 0.024 0.837
H -3.286 0.702 -0.778
H -4.602 0.345 0.372
C -4.903 -1.491 -1.608
H -5.113 -2.517 -1.936
H -5.826 -1.076 -1.179
H -4.642 -0.898 -2.495
C 0.287 4.992 1.828
H -0.166 5.994 1.772
H -0.432 4.326 2.326
H 1.197 5.082 2.438
C -0.686 4.478 -0.440
H -0.504 4.084 -1.450
H -1.463 3.871 0.050
H -1.073 5.504 -0.546
C 1.573 5.548 -0.255
H 1.169 6.559 -0.090
H 2.579 5.519 0.184
H 1.653 5.410 -1.341
C 3.302 1.049 1.371
H 3.927 1.083 0.468
H 3.950 0.756 2.211
H 2.542 0.262 1.242
C 2.074 2.374 3.109
H 1.319 1.581 3.197
H 2.881 2.151 3.820
H 1.621 3.327 3.407
C 3.767 3.516 1.621
H 4.209 3.593 0.617
H 3.394 4.502 1.929
H 4.573 3.243 2.318
Sn -0.383 0.764 0.629
C -2.540 2.828 1.914
O -3.469 2.533 2.513
N 0.639 -1.050 0.162
C 0.677 -1.431 -1.070
C 1.967 -2.079 -1.537
C 2.812 -2.662 -0.579
C 2.366 -2.076 -2.888
C 3.958 -3.362 -0.973
H 2.532 -2.579 0.472
C 3.508 -2.775 -3.285
H 1.777 -1.542 -3.634
C 4.300 -3.427 -2.333
H 4.583 -3.862 -0.229
H 3.769 -2.808 -4.346
H 5.183 -3.983 -2.652
C -0.190 -2.067 4.494
C -1.096 -1.021 5.156
C -1.506 -0.084 4.029
O -0.539 -0.240 2.958
C 0.317 -1.385 3.228
H 0.638 -2.377 5.132
H -0.770 -2.956 4.225
H -0.532 -0.457 5.905
H -1.964 -1.463 5.646
H -2.502 -0.343 3.633
H -1.532 0.974 4.329
H 1.348 -1.015 3.346
H 0.301 -2.025 2.336
```

Results
lowest unoccupied orbital energy (spin up / spin down)	-10.47 / -10.82	eV
strongest force on any atom	3.7	eV Å⁻¹
total charge	+3
frontier orbital gap (spin up / spin down)	6.18 / 5.84	eV
calculated total energy	-68643.657	eV

C5H15N3 | wB97M-V/def2-TZVPD

```
23
C5H15N3, DFT wB97M-V/def2-TZVPD
C 2.306 -1.798 -0.216
C 1.085 -1.613 -1.087
N 1.371 -0.772 -2.260
C -0.119 -1.069 -0.341
N 0.094 0.237 0.235
C -0.924 0.693 1.163
C -1.592 2.007 0.696
N -2.534 2.466 1.715
H 2.459 -0.919 0.436
H 2.297 -2.578 0.541
H 3.232 -1.885 -0.785
H 0.748 -2.602 -1.414
H 1.712 0.112 -1.902
H 2.154 -1.168 -2.750
H -0.316 -1.759 0.479
H -0.965 -1.132 -1.039
H 0.356 0.933 -0.447
H -0.534 0.838 2.157
H -1.758 -0.007 1.168
H -2.152 1.715 -0.195
H -0.882 2.792 0.436
H -2.595 3.462 1.826
H -3.441 2.045 1.585
```

Results
lowest unoccupied orbital energy	1.07	eV
SMILES	C[C@H](N)CNCCN
strongest force on any atom	1.8	eV Å⁻¹
frontier orbital gap	9.52	eV
calculated total energy	-9898.013	eV

C18H21FN6O2S | wB97M-V/def2-TZVPD

```
49
C18H21FN6O2S, DFT wB97M-V/def2-TZVPD
O -0.989 3.382 1.568
F -5.051 -0.868 5.265
N -2.194 -3.105 2.131
N 1.204 2.644 0.298
N -0.104 0.779 0.897
N 0.107 -1.079 -0.492
O 2.375 -2.469 -4.661
C -1.325 -2.586 1.295
C -0.403 -0.468 0.562
C 0.672 1.424 0.054
C 0.857 -0.396 -1.320
C 1.183 0.882 -1.079
C -3.566 0.351 3.890
C -3.737 -2.067 3.733
C -2.587 0.403 2.905
C -4.135 -0.838 4.293
C -2.719 -2.023 2.791
C -2.163 -0.803 2.335
N -1.261 -1.197 1.380
N 1.371 -1.049 -2.422
C 2.544 -3.038 -3.342
C 1.474 -2.506 -2.369
C -0.111 -0.615 -4.372
C 2.411 -1.011 -4.659
C 1.136 5.025 1.785
C 1.061 2.590 3.164
C 1.279 -0.422 -3.738
S 0.482 3.389 1.641
H -0.677 -3.208 0.678
H 1.919 1.427 -1.590
H -3.898 1.272 4.369
H -4.143 -3.036 4.040
H -2.171 1.355 2.602
H 3.576 -2.887 -2.957
H 2.394 -4.138 -3.437
H 0.490 -2.946 -2.507
H 1.761 -2.878 -1.366
H -0.188 -0.087 -5.337
H -0.938 -0.184 -3.788
H -0.382 -1.714 -4.520
H 3.394 -0.675 -4.314
H 2.265 -0.625 -5.676
H 0.804 5.570 0.903
H 0.739 5.506 2.693
H 2.205 4.996 1.822
H 0.341 1.848 3.520
H 1.233 3.322 3.955
H 2.013 2.096 2.960
H 1.452 0.658 -3.581
```

Results
lowest unoccupied orbital energy	0.10	eV
strongest force on any atom	5.2	eV Å⁻¹
frontier orbital gap	8.09	eV
calculated total energy	-45593.338	eV